No. 1
2 unconnected molecules or ions with the total composition C2H3BrClNO3 in a non-equilibrium geometry, computed with ωB97M-V/def2-TZVPD.

Last column: Mulliken charge in e.
Geometry (Å):
1 O 0.952 0.211 -0.306  -0.63
2 N 0.645 1.170 0.414  0.69
3 O 0.981 1.187 1.696  -0.43
4 C -0.051 2.173 -0.153  -0.33
5 Br -0.773 3.615 0.798  -0.09
6 H 1.073 0.211 2.018  0.39
7 H -0.581 1.860 -1.014  0.39
8 O -1.136 -1.383 1.056  -0.36
9 C -1.121 -1.901 -0.020  0.20
10 Cl -2.490 -2.187 -0.972  -0.12
11 H -0.287 -2.559 -0.337  0.28

## Properties
HOMO energy: -8.80 eV
DFT total energy: -3392.53351 a.u.
energy above the lowest of the compared OMol25 structures with the same formula, charge and spin: 18.1 kcal per mole
multiplicity: 1
SMILES string: [O-]/[N+](O)=C/Br.O=CCl


No. 2
A molecular structure, C2H3BrClP in a non-equilibrium geometry, computed with ωB97M-V/def2-TZVPD.

Last column: Mulliken charge in e.
Geometry (Å):
1 C -1.976 -1.174 0.584  0.01
2 C 0.734 1.080 0.104  -0.63
3 P -0.515 -1.846 0.284  0.00
4 Cl 1.662 -0.212 0.571  -0.10
5 Br -2.727 0.502 0.546  -0.05
6 H 0.260 1.654 0.879  0.39
7 H 0.918 1.504 -0.866  0.33
8 H -0.948 -3.175 0.485  0.05

## Properties
HOMO energy (spin up / spin down): -8.36 / -8.08 eV
DFT total energy: -3453.35311 a.u.
energy above the lowest of the compared OMol25 structures with the same formula, charge and spin: 106.2 kcal per mole
multiplicity: 1


No. 3
2 unconnected molecules or ions with the total composition C2H3BrClP in a non-equilibrium geometry, computed with ωB97M-V/def2-TZVPD.

Last column: Mulliken charge in e.
Geometry (Å):
1 C 0.820 0.946 -2.158  0.06
2 C 0.225 -0.043 1.442  -0.69
3 P 1.107 -0.685 -2.120  -0.07
4 Cl -0.838 -1.013 0.683  -0.09
5 Br 1.418 2.170 -0.953  -0.02
6 H -0.126 0.792 1.936  0.39
7 H 1.123 -0.400 1.811  0.39
8 H 0.326 -1.232 -3.132  0.04

## Properties
HOMO energy (spin up / spin down): -8.17 / -8.72 eV
DFT total energy: -3453.36150 a.u.
energy above the lowest of the compared OMol25 structures with the same formula, charge and spin: 101.0 kcal per mole
multiplicity: 1


No. 4
C2H3BrF2O2 in the gas phase in a non-equilibrium geometry, computed with ωB97M-V/def2-TZVPD.

Last column: Mulliken charge in e.
Geometry (Å):
1 O 0.065 -1.680 -0.649  -0.46
2 C 0.219 -0.415 -0.183  -0.01
3 F 1.364 -0.482 0.609  -0.32
4 C -0.990 0.129 0.599  0.64
5 O -0.684 1.368 1.224  -0.51
6 F -1.469 -0.713 1.571  -0.26
7 Br -2.313 0.375 -0.703  -0.10
8 H 0.670 -2.234 -0.152  0.32
9 H 0.386 0.295 -0.965  0.34
10 H -1.173 1.792 1.963  0.34

## Properties
HOMO energy: -10.81 eV
DFT total energy: -3002.21458 a.u.
energy above the lowest of the compared OMol25 structures with the same formula, charge and spin: 12.7 kcal per mole
multiplicity: 1
SMILES string: O[C@H](F)[C@](O)(F)Br


No. 5
2 unconnected molecules or ions with the total composition C2H3BrFI in a non-equilibrium geometry, computed with ωB97M-V/def2-TZVPD.

Last column: Mulliken charge in e.
Geometry (Å):
1 F -2.096 -0.499 0.408  -0.23
2 C -0.832 0.005 0.491  -0.07
3 C -0.416 0.768 -0.527  -0.51
4 I 1.016 2.221 0.146  0.06
5 H -0.399 -0.085 1.507  0.35
6 H -1.098 0.858 -1.376  0.41
7 Br 2.356 -1.362 0.128  -0.20
8 H 1.469 -1.904 -0.777  0.21

## Properties
HOMO energy: -9.19 eV
DFT total energy: -3049.52051 a.u.
energy above the lowest of the compared OMol25 structures with the same formula, charge and spin: 26.9 kcal per mole
multiplicity: 1
SMILES string: F/C=C/I.Br


No. 6
C2H3BrN2O2 in the gas phase in a non-equilibrium geometry, computed with ωB97M-V/def2-TZVPD.

Last column: Mulliken charge in e.
Geometry (Å):
1 O 1.963 -1.434 0.097  -0.59
2 N 0.974 -2.079 0.058  1.07
3 O 0.874 -3.204 -0.342  -0.59
4 N -0.054 -1.466 0.711  -0.32
5 C -0.004 0.015 0.791  -0.35
6 C -0.856 -0.499 -0.270  -0.03
7 Br -2.722 -0.553 0.043  -0.11
8 H 0.910 0.374 0.434  0.27
9 H -0.353 0.625 1.609  0.30
10 H -0.469 -0.422 -1.300  0.36

## Properties
HOMO energy: -10.74 eV
DFT total energy: -2911.82785 a.u.
energy above the lowest of the compared OMol25 structures with the same formula, charge and spin: 30.7 kcal per mole
multiplicity: 1
SMILES string: O=[N+]([O-])N1C[C@@H]1Br


No. 7
A molecular structure, C2H3BrNO in a non-equilibrium geometry, computed with ωB97M-V/def2-TZVPD.

Last column: Mulliken charge in e.
Geometry (Å):
1 C 0.786 0.036 -0.518  -0.34
2 C -2.467 0.608 0.603  -0.26
3 N -0.183 0.039 0.260  -0.58
4 O -1.478 0.402 -0.197  0.06
5 Br 2.268 1.972 -0.970  -0.71
6 H 1.675 -0.187 0.014  0.37
7 H 0.585 -0.155 -1.594  0.34
8 H -2.216 0.733 1.735  0.12

## Properties
HOMO energy: -4.04 eV
DFT total energy: -2781.90095 a.u.
energy above the lowest of the compared OMol25 structures with the same formula, charge and spin: 62.6 kcal per mole
charge: -1
multiplicity: 1


No. 8
C2H3BrO2 in the gas phase in a non-equilibrium geometry, computed with ωB97M-V/def2-TZVPD.

Last column: Mulliken charge in e.
Geometry (Å):
1 Br -2.371 -0.129 -0.061  -0.16
2 C -0.454 -0.543 0.386  -0.50
3 C 0.447 0.350 -0.445  0.19
4 O 0.936 1.361 0.223  -0.27
5 O 1.767 0.304 -0.143  -0.26
6 H -0.071 -0.482 1.464  0.33
7 H -0.239 -1.569 -0.041  0.29
8 H -0.015 0.708 -1.382  0.37

## Properties
HOMO energy: -10.61 eV
DFT total energy: -2802.34678 a.u.
energy above the lowest of the compared OMol25 structures with the same formula, charge and spin: 104.6 kcal per mole
multiplicity: 1
SMILES string: BrCC1OO1